{"formula": "C4H13N2O", "method": "wB97M-V/def2-TZVPD", "symbols": ["N", "C", "C", "C", "O", "C", "N", "H", "H", "H", "H", "H", "H", "H", "H", "H", "H", "H", "H", "H"], "coordinates": [[-0.95480, -3.09625, -2.94275], [-0.32911, 0.19514, -0.20671], [1.00951, 0.85048, -0.07100], [0.73641, 2.19808, 0.62359], [1.93160, 2.94891, 0.87820], [-1.11253, -0.13610, 1.05316], [-0.29612, -0.66254, 2.16202], [-0.14346, -3.65466, -3.14430], [-0.70866, -2.28651, -2.40926], [-1.75472, -3.63106, -2.66221], [-1.11812, 0.51533, -0.87746], [1.63755, 0.19007, 0.53659], [1.62845, 0.93228, -0.96308], [0.08725, 2.83049, 0.01426], [0.34204, 2.00648, 1.63798], [2.39716, 2.92923, 0.02958], [-2.01402, -0.76580, 0.84588], [-1.58572, 0.82035, 1.40300], [0.61981, -0.52516, 1.77501], [-0.37251, -1.65877, 2.31750]], "atomic_forces_ev_per_a": [[0.320, 0.149, -0.790], [-1.847, 3.244, 2.973], [0.248, -3.084, -0.917], [0.421, 1.850, 1.668], [-0.618, -1.605, -1.022], [1.088, -2.730, 0.243], [-0.363, 0.891, -1.230], [-0.050, -0.182, 0.079], [-0.261, -0.024, 0.344], [-0.002, 0.061, 0.370], [0.618, -0.182, -1.417], [0.006, 0.420, 0.483], [-0.642, 0.431, -0.521], [-0.339, -0.322, 0.079], [-0.190, 0.135, -0.645], [0.388, 0.612, 0.245], [0.614, 0.403, -0.068], [0.283, 0.194, -0.839], [0.824, -0.188, 1.001], [-0.498, -0.073, -0.037]], "multiplicity": 1, "homo_lumo_gap_ev": 4.910, "lumo_ev": -7.8, "charge": 1, "energy_ha": -344.5511}